DFT (wB97M-V/def2-TZVPD) results for a single C3H3NS2 molecule.

```
9
Properties=species:S:1:pos:R:3:lowdin_charge:R:1
S -3.08759 -0.32880 0.05087 0.729
S -0.39601 -1.52746 -0.13648 0.863
N -0.26520 2.11456 -0.01702 0.157
C -0.90218 1.13924 -0.31065 -0.303
C -1.51289 -0.22709 -0.16596 -1.259
C 1.24254 -0.43765 0.11268 -0.298
H 2.19216 -1.04253 0.35924 0.065
H 1.45413 -0.08662 -0.81252 -0.031
H 1.27505 0.39635 0.91984 0.077
```

Calculated values
- electronic energy (eV) = -26317.8949
- M (g mol⁻¹) = 117.20
- net charge = 0
- structure (SMILES) = CSC(=S)C#N
- ΔE to the lowest compared entry with this formula, charge and spin (kJ/mol) = 134.4
- lowest unoccupied orbital energy (eV) = -1.29
- Kohn-Sham gap (eV) = 8.22